Here is C29H26As2CaIN3O11 as an isolated structure from OMol25. Energies are from ωB97M-V with the def2-TZVPD basis set.

Each line ends with the Mulliken charge.
CARTESIAN COORDINATES (ANGSTROEM)
Ca  -0.76715  -0.21441  1.52716  2.566
O  -0.43105  4.67409  -2.86244  -0.601
C  -0.66665  3.56989  -2.09744  0.619
C  -0.80215  3.65579  -0.71734  -0.204
C  -1.04785  2.49369  0.00846  -0.085
N  -1.16035  1.31119  -0.55544  0.287
C  -1.02165  1.21699  -1.87704  -0.243
C  -0.78575  2.32279  -2.69894  -0.570
C  -1.12255  -0.14881  -2.40194  0.585
O  -0.73655  -0.55351  -3.47984  -0.696
O  -1.73265  -0.95251  -1.48964  -0.132
C  -1.22915  2.53159  1.53916  0.291
O  -0.80185  3.54829  2.09496  -0.750
O  -1.81595  1.55289  2.02396  -0.870
H  -0.31375  5.43039  -2.27224  0.320
H  -0.71985  4.59349  -0.18514  0.415
H  -0.70675  2.21549  -3.76714  0.554
O  -4.96655  -4.45121  5.34766  -0.724
C  -4.97335  -4.43341  4.11446  0.531
O  -5.64585  -5.10151  3.31936  -0.739
C  -3.98625  -3.41251  3.43676  0.277
C  -3.98055  -3.29941  2.05066  -1.161
C  -3.13245  -2.37961  1.46236  0.071
N  -2.27945  -1.63661  2.15126  -0.537
C  -2.24385  -1.76041  3.47386  0.508
C  -3.10525  -2.61781  4.15666  -0.927
C  -1.15825  -0.95831  4.21246  0.057
O  -1.24725  -0.85621  5.43486  -0.792
O  -0.22955  -0.50141  3.49406  -0.804
H  -4.64115  -3.92751  1.46936  0.508
H  -3.13365  -2.22671  0.38896  0.394
H  -3.08215  -2.65781  5.23546  0.556
C  1.75055  2.26629  3.26376  -1.570
As  1.48665  1.26819  1.59596  1.422
C  3.04685  0.11359  1.95406  -1.269
C  2.29825  2.48559  0.25326  -0.158
C  2.49365  3.83039  0.56106  -0.557
C  2.87225  4.74819  -0.40514  -0.764
C  3.05875  4.33229  -1.71244  -0.736
C  2.85395  3.00159  -2.03744  -0.286
C  2.47625  2.07029  -1.07974  -0.395
As  2.08055  0.20389  -1.55504  1.195
C  3.97815  -0.41321  -1.44624  -1.370
C  2.18785  0.27829  -3.56294  -1.492
H  2.78965  2.58909  3.40516  0.398
H  1.48585  1.54039  4.03416  0.440
H  1.06135  3.10429  3.34646  0.404
H  4.00745  0.62129  1.80656  0.347
H  2.97135  -0.78191  1.34296  0.183
H  2.94625  -0.18461  2.99816  0.556
H  2.34075  4.17129  1.58006  0.331
H  3.02765  5.78769  -0.13834  0.388
H  3.35135  5.04209  -2.47854  0.388
H  2.98825  2.69279  -3.06754  0.317
H  4.61355  0.18459  -2.09994  0.412
H  4.04075  -1.45641  -1.76024  0.406
H  4.35025  -0.33441  -0.43044  0.286
H  3.20255  0.43749  -3.92704  0.504
H  1.53015  1.03839  -3.97864  0.337
H  1.83795  -0.68831  -3.93524  0.344
O  0.45235  -1.49401  0.43006  -0.243
O  -0.07695  -2.77171  0.04676  -0.461
I  -4.21865  -1.97271  -2.90704  -0.006
C  -2.42295  -2.98461  -2.46864  0.208
C  -2.21545  -4.24861  -2.88254  -0.716
C  -0.95055  -4.85141  -2.56734  -0.099
C  -0.02495  -4.19201  -1.86604  -1.569
C  -0.21915  -2.80831  -1.32344  1.359
N  -1.54875  -2.30571  -1.71274  0.299
H  -2.96255  -4.77381  -3.44924  0.364
H  -0.76035  -5.84671  -2.94744  0.367
H  0.94725  -4.60701  -1.65474  0.445
H  0.53875  -2.11971  -1.76144  -0.716

Energy relative to the best compared isomer or geometry (same formula, charge and spin), kcal/mol: 93.5
Charge: -2
Kohn-Sham gap, eV: 6.4
LUMO, eV: 3.49
M, u: 909.36